# 1
Computed, not measured: a 2-piece molecular cluster, C4H10S overall in a non-equilibrium geometry, with the ωB97M-V functional and the def2-TZVPD basis.

Computed properties:
total energy: -15143.637 eV
F_max: 3.0 eV/A
HOMO energy: -8.95 eV
net charge: 0
E_LUMO: 1.00 eV
HOMO-LUMO gap: 9.95 eV

Geometry as XYZ:
```
15
Properties=species:S:1:pos:R:3:forces:R:3
S -0.7076 -1.2183 -1.2406 -1.40 -0.13 -1.86
C 1.8060 1.8049 0.7479 -1.40 0.67 -0.61
C -2.0868 -0.0160 -1.3581 -2.01 0.72 -0.03
C 1.6025 0.5117 1.4319 2.25 -1.57 1.10
C 0.4910 -0.0264 1.8849 0.51 0.15 0.19
H -1.8051 1.0292 -1.7221 -0.27 -1.66 0.14
H -0.3211 -0.7307 -0.1300 0.89 0.59 1.72
H 0.4139 -1.0172 2.2718 0.22 -0.41 0.46
H 0.7345 2.2176 0.4376 2.52 -0.59 0.32
H -2.5962 0.1387 -0.3791 0.89 -0.14 -0.24
H -3.0078 -0.4374 -1.9048 1.85 0.56 0.08
H -0.3344 0.6015 1.9962 -1.80 0.67 -0.42
H 2.3036 2.5056 1.4375 -0.20 -0.01 -0.36
H 2.5444 -0.0673 1.7078 -1.02 0.59 -1.02
H 2.5138 1.6085 -0.1057 -1.02 0.57 0.52
```
Positions in Å, forces in eV/Å.

***

# 2
Computed, not measured: C32H46ClN5O3PSiTb as an isolated structure in a non-equilibrium geometry, with the ωB97M-V functional and the def2-TZVPD basis.

Computed properties:
total energy: -99651.862 eV
F_max: 1.4 eV/A
2S+1: 7
HOMO energy (spin up / spin down): -6.78 / -6.67 eV
net charge: 0
E_LUMO (spin up / spin down): 0.32 / 0.34 eV
expectation value of S²: 12.6882
HOMO-LUMO gap (spin up / spin down): 7.10 / 7.00 eV

Geometry as XYZ:
```
90
Properties=species:S:1:pos:R:3:forces:R:3
Tb -0.6144 -0.0832 0.5728 1.32 0.39 -0.15
Cl -5.7602 4.3027 2.9502 -0.23 0.08 0.11
P 2.5584 0.0616 -1.5523 0.45 -0.05 -0.62
Si -3.2259 -1.0212 -0.1952 -0.25 -0.02 -0.25
O -0.9674 -1.8648 2.3250 0.08 0.49 -0.18
O 1.5353 1.7899 3.2123 -0.07 -0.17 0.04
O 1.5639 -0.2027 -0.4673 -1.25 -0.22 0.57
N 0.2757 -0.0510 2.7669 0.02 0.11 0.09
N 2.0018 -0.5967 -2.9484 -0.05 0.12 0.03
N -0.5042 -1.4260 4.5160 -0.01 -0.02 -0.11
N 4.0108 -0.5456 -1.0898 0.00 0.16 0.21
N 2.8407 1.6305 -1.9540 -0.09 -0.01 0.09
C 1.7663 2.3847 -2.6472 0.08 0.09 0.01
C -4.3063 -5.5004 0.7954 -0.02 0.06 0.00
C 0.8751 0.4425 5.0461 -0.05 -0.04 0.00
C 2.5716 3.6619 -0.7593 -0.04 -0.02 -0.08
C -3.0140 3.3702 0.2025 0.23 -0.34 1.10
C -4.4393 -3.1579 1.3457 -0.01 -0.09 0.01
C 4.2566 -1.0678 0.2727 0.04 -0.04 -0.08
C 0.1591 -0.6275 5.4198 0.02 -0.01 0.04
C -4.7604 -4.4818 1.6233 0.04 -0.06 0.02
C 5.2839 -0.2417 -1.7530 -0.04 -0.08 0.10
C -3.2117 -3.8591 -0.5786 -0.05 -0.06 0.07
C -4.1801 3.8306 0.8166 0.55 -0.27 -0.46
C -0.4020 -1.1313 3.1779 -0.06 -0.21 0.32
C -4.3147 3.7247 2.1839 0.80 -0.45 0.99
C -4.3767 0.0314 0.8902 -0.02 -0.04 0.04
C -3.6666 -2.8161 0.2354 0.11 -0.02 -0.04
C -2.1380 2.7102 2.3721 -0.32 0.11 -0.12
C 0.5349 -1.5340 -4.5711 0.04 0.08 -0.02
C -3.2976 3.1602 2.9875 -0.63 0.33 -1.02
C 6.2028 0.1393 -0.5960 -0.04 -0.05 0.06
C -3.5275 -5.1841 -0.3113 0.02 0.02 0.01
C 5.7528 -0.7973 0.5346 -0.01 0.04 -0.08
C 1.8933 3.8194 -2.1223 0.05 -0.01 0.06
C 1.4678 -0.4976 -5.2115 -0.05 -0.02 0.08
C -3.9102 -0.8280 -1.9599 -0.01 0.05 -0.07
C -1.9488 2.8130 0.9801 -1.12 0.79 -0.39
C 3.5425 2.5113 -0.9937 -0.10 0.08 -0.05
C 0.7773 -1.4027 -3.0539 0.09 -0.14 -0.06
C -1.2922 -2.5862 4.9221 0.10 0.01 -0.03
C 0.9438 0.8051 3.6318 0.05 0.09 -0.12
C 2.6527 -0.4793 -4.2533 -0.05 -0.02 0.01
C -0.7170 2.3851 0.3559 0.43 -0.89 -0.30
H 0.9921 0.4857 -5.2133 0.01 -0.01 -0.03
H -5.4122 -0.3081 0.7812 0.00 0.03 0.06
H -4.8063 -2.3796 2.0070 -0.01 -0.02 -0.04
H -0.0550 -0.9068 -2.5545 -0.08 0.09 0.01
H 1.9012 2.3389 -3.7292 0.00 -0.04 0.00
H -0.5098 -1.3667 -4.8291 0.01 -0.03 0.02
H -4.5601 -6.5315 1.0079 0.00 0.00 0.00
H 3.3110 -1.3363 -4.4434 0.03 0.03 0.02
H 1.8423 3.3863 0.0027 0.02 0.00 -0.02
H -0.7573 -3.5139 4.7198 0.02 0.01 -0.01
H -1.4992 -2.5122 5.9862 0.00 0.02 0.03
H -5.3679 -4.7202 2.4895 0.01 0.00 -0.03
H 5.1616 0.5525 -2.4890 -0.03 0.00 0.01
H 4.4721 2.8759 -1.4390 0.06 -0.03 -0.02
H 6.0311 1.1803 -0.3190 0.01 0.00 -0.01
H 2.5262 4.4077 -2.7908 -0.01 -0.02 0.00
H -2.5959 -3.6318 -1.4458 -0.03 0.00 0.01
H -4.3274 1.0838 0.6025 -0.02 -0.05 0.01
H 1.7483 -0.7494 -6.2337 -0.01 0.00 0.02
H 0.8028 -2.5366 -4.9049 0.01 -0.01 0.00
H 4.0442 -2.1378 0.3187 -0.03 0.01 0.00
H 3.0821 4.5672 -0.4357 -0.01 0.02 0.03
H -3.7315 0.1800 -2.3495 -0.02 -0.06 0.01
H -4.9808 4.2635 0.2305 0.02 -0.02 0.01
H 3.2508 0.4312 -4.3088 -0.03 -0.01 0.02
H 0.0618 -0.9288 6.4550 -0.02 0.01 -0.03
H -0.5857 2.8060 -0.6433 0.10 0.00 0.04
H -2.2237 -2.6062 4.3651 -0.05 0.02 -0.02
H -4.9892 -1.0080 -1.9602 0.00 0.00 -0.07
H 5.9130 -0.3587 1.5185 0.01 -0.03 -0.01
H 6.3136 -1.7316 0.4936 0.00 0.00 -0.01
H 0.9234 4.3112 -2.0573 0.02 0.00 0.00
H 1.3868 1.0617 5.7670 -0.02 -0.03 -0.01
H -2.9161 3.4212 -0.8757 0.06 0.08 0.03
H -1.3376 2.3008 2.9762 0.08 0.04 0.07
H 0.7840 1.9676 -2.4129 0.00 -0.02 0.05
H 0.1525 2.5779 0.9906 0.08 0.07 0.01
H -3.1651 -5.9714 -0.9632 -0.02 0.02 0.02
H 5.6658 -1.1305 -2.2662 -0.01 0.00 -0.03
H 3.7848 1.9792 -0.0741 -0.01 -0.02 0.00
H -4.1048 -0.0214 1.9498 -0.06 0.01 -0.02
H 0.9006 -2.3864 -2.5931 -0.02 0.03 0.02
H 7.2570 0.0229 -0.8465 -0.01 0.01 0.02
H -3.4305 3.0946 4.0588 -0.02 0.00 -0.02
H 3.6050 -0.5728 0.9921 0.02 0.05 -0.03
H -3.4500 -1.5402 -2.6534 -0.04 0.06 0.05
```
Positions in Å, forces in eV/Å.

***

# 3
Computed, not measured: C35H44GeN9SV as an isolated structure in a non-equilibrium geometry, with the ωB97M-V functional and the def2-TZVPD basis.

Computed properties:
total energy: -143445.959 eV
F_max: 1.8 eV/A
2S+1: 3
HOMO energy (spin up / spin down): -12.53 / -12.54 eV
net charge: +2
E_LUMO (spin up / spin down): -5.86 / -5.84 eV
expectation value of S²: 2.0848
HOMO-LUMO gap (spin up / spin down): 6.67 / 6.70 eV

Geometry as XYZ:
```
91
Properties=species:S:1:pos:R:3:forces:R:3
Ge -2.0898 -1.4296 1.5259 -0.26 0.16 0.47
V -0.0754 -0.1729 0.4668 0.30 -0.24 -0.36
S 2.3912 -0.3126 -1.9762 0.24 -0.02 0.32
N 2.2645 -1.6709 -5.6626 0.20 0.10 -0.08
N 0.7363 -2.0065 0.3793 0.40 -1.10 -0.08
N 3.1554 0.3540 -5.9363 -0.13 0.00 0.21
N 2.1530 1.8532 -0.3207 -0.08 -0.13 -0.05
N -1.1766 1.4937 0.2664 -0.70 1.61 -0.21
N -2.3566 3.9351 -0.3169 -0.10 -0.11 -0.04
N 1.4656 -0.0833 1.9395 0.40 -0.37 0.20
N -0.3055 -0.6562 -1.6145 0.24 -0.35 -0.01
N -0.6806 5.0439 0.7965 -0.06 -0.08 -0.06
C 2.8802 1.3605 -1.4948 -0.12 -0.16 0.28
C -1.5295 -3.7877 3.3090 0.03 0.05 0.12
C 1.4362 -2.4562 1.4335 -0.16 0.20 0.01
C -0.6754 2.6316 0.7395 -0.09 0.03 0.04
C 0.7047 0.0565 -2.4515 -0.12 -0.08 0.04
C -1.6411 -2.4042 3.1709 0.18 -0.06 0.10
C 1.9685 -3.7254 1.4483 0.12 -0.18 -0.02
C -0.8558 -3.5501 5.6146 0.01 0.02 -0.03
C -1.1403 -4.3554 4.5218 0.01 0.05 -0.08
C 1.5285 -1.4547 2.5575 -0.07 0.10 -0.41
C 2.8728 1.7167 0.9456 -0.06 0.00 -0.14
C -2.8874 2.7901 -0.7212 0.00 0.18 0.01
C -0.9998 -2.1707 5.5070 0.01 -0.01 -0.04
C 0.5792 -2.7666 -0.7166 -0.02 0.31 0.11
C 2.3294 -0.4109 -5.2044 0.02 -0.13 -0.57
C 1.1271 -4.0287 -0.7864 -0.05 -0.19 -0.01
C -4.5032 -2.8929 -1.6143 0.09 0.05 0.00
C -4.2432 1.8589 3.1773 0.07 -0.06 0.00
C -3.8998 -2.0949 -0.6461 0.03 -0.11 -0.07
C 2.9449 -2.2176 -6.8391 -0.08 0.03 0.16
C -5.5575 1.4122 3.1657 0.00 -0.01 -0.02
C -4.0975 -4.2108 -1.7799 0.03 0.03 0.01
C -2.4500 -3.9084 -0.0480 -0.09 0.02 -0.05
C -3.5091 -0.2174 2.1464 -0.16 0.10 -0.04
C -3.0681 -4.7170 -0.9948 0.04 0.03 0.01
C -0.2558 -2.1387 -1.8046 0.30 0.22 0.10
C -1.3861 -1.6098 4.2975 -0.11 -0.08 0.03
C 1.8101 -4.5195 0.3182 0.01 -0.04 0.04
C 2.8331 0.2948 1.4546 -0.25 0.08 0.07
C -5.8509 0.1468 2.6749 0.08 -0.04 -0.04
C -3.2336 1.0494 2.6681 -0.15 -0.07 -0.01
C -2.8711 -2.5906 0.1632 -0.10 -0.11 -0.13
C -2.3048 1.5638 -0.4618 0.05 -0.11 0.10
C -4.8350 -0.6644 2.1788 0.07 0.14 0.08
C -1.2453 3.8750 0.4162 -0.06 0.14 0.07
H -5.2960 -2.4871 -2.2313 0.00 -0.03 0.05
H -0.8216 -1.5370 6.3675 -0.01 -0.02 -0.03
H -2.2120 1.4137 2.7000 0.03 0.03 0.00
H 2.7721 -1.5810 -7.7079 -0.02 -0.03 -0.02
H -1.7842 -4.4475 2.4915 0.05 0.00 0.00
H -2.7672 0.6403 -0.7805 0.02 -0.02 -0.01
H 0.1810 2.5788 1.3982 0.10 -0.03 -0.09
H 3.2446 1.3269 -5.7148 0.00 0.02 0.02
H 2.5009 -4.0876 2.3183 0.01 0.02 -0.04
H 2.4412 -1.5826 3.1349 0.11 0.02 0.03
H -1.2172 -0.3345 -1.9301 -0.07 -0.07 -0.08
H 2.2235 -5.5213 0.2980 -0.01 0.08 0.00
H -6.8728 -0.2129 2.6823 0.05 0.00 0.01
H -4.5833 -4.8405 -2.5144 0.02 0.01 0.02
H 3.9588 1.2991 -1.3303 0.03 0.12 0.01
H 2.6951 2.0135 -2.3440 0.05 0.08 -0.01
H 3.0969 -0.3962 0.6586 0.04 -0.11 -0.03
H 3.9209 2.0175 0.8656 0.06 0.07 -0.05
H 0.5409 1.1233 -2.3212 -0.06 0.08 -0.09
H 0.1364 -2.3910 -2.7906 0.03 0.04 -0.04
H -1.1899 5.8893 0.5944 0.00 0.01 0.04
H -4.0048 2.8311 3.5933 -0.01 -0.03 -0.04
H 0.0408 5.0844 1.4930 -0.01 -0.01 0.02
H -4.2688 -1.0848 -0.4997 -0.01 -0.02 0.02
H 1.1997 0.5919 2.6545 0.06 -0.12 0.21
H 1.8917 2.8198 -0.4671 0.06 0.03 -0.02
H 4.0198 -2.3166 -6.6771 0.02 0.01 0.00
H -0.5393 -3.9929 6.5506 -0.05 0.01 -0.02
H 1.7035 -2.3153 -5.1411 -0.10 -0.02 -0.01
H 0.9988 -4.6287 -1.6787 0.03 0.02 0.04
H 2.4119 2.3839 1.6795 0.04 0.03 0.04
H 0.6399 -0.2024 -3.5117 -0.18 0.00 -0.08
H -1.6199 -4.3153 0.5163 -0.05 -0.02 0.04
H -6.3490 2.0434 3.5499 0.03 -0.03 0.00
H 0.6778 -1.5863 3.2242 -0.03 0.02 0.04
H -1.5284 -0.5338 4.2387 0.02 -0.01 0.02
H 2.5373 -3.2001 -7.0614 0.02 0.00 0.01
H -5.0795 -1.6627 1.8341 -0.03 0.03 -0.05
H 3.7049 0.0326 -6.7214 0.00 0.01 -0.03
H -1.2669 -2.5280 -1.7323 -0.13 -0.04 -0.03
H -1.0672 -5.4327 4.6107 -0.01 0.03 0.00
H -3.8189 2.8481 -1.2725 0.05 0.00 -0.02
H 3.5545 0.1706 2.2612 -0.02 -0.01 0.15
H -2.7517 -5.7475 -1.1118 -0.01 0.06 -0.02
```
Positions in Å, forces in eV/Å.

***

# 4
Computed, not measured: CHClF2N2 in the gas phase in a non-equilibrium geometry, with the ωB97M-V functional and the def2-TZVPD basis.

Computed properties:
total energy: -21986.278 eV
F_max: 1.8 eV/A
HOMO energy: -11.16 eV
net charge: 0
E_LUMO: 0.45 eV
HOMO-LUMO gap: 11.60 eV

Geometry as XYZ:
```
7
Properties=species:S:1:pos:R:3:forces:R:3
Cl -1.6493 -1.9718 0.1115 0.43 1.74 0.01
F -2.3623 1.9183 0.0743 0.70 -1.24 0.35
F -3.4718 0.1610 -0.3746 -0.33 -0.36 0.01
N -2.4691 0.5760 0.4766 -1.69 0.56 0.04
N -0.2697 0.4752 0.0314 1.02 -0.84 -0.46
C -1.3056 -0.1956 0.1317 0.58 0.21 -0.25
H 0.6273 0.0113 -0.1668 -0.72 -0.07 0.29
```
Positions in Å, forces in eV/Å.

***

Repeat the first record exactly.
Computed, not measured: a 2-piece molecular cluster, C4H10S overall in a non-equilibrium geometry, with the ωB97M-V functional and the def2-TZVPD basis.

Computed properties:
total energy: -15143.637 eV
F_max: 3.0 eV/A
HOMO energy: -8.95 eV
net charge: 0
E_LUMO: 1.00 eV
HOMO-LUMO gap: 9.95 eV

Geometry as XYZ:
```
15
Properties=species:S:1:pos:R:3:forces:R:3
S -0.7076 -1.2183 -1.2406 -1.40 -0.13 -1.86
C 1.8060 1.8049 0.7479 -1.40 0.67 -0.61
C -2.0868 -0.0160 -1.3581 -2.01 0.72 -0.03
C 1.6025 0.5117 1.4319 2.25 -1.57 1.10
C 0.4910 -0.0264 1.8849 0.51 0.15 0.19
H -1.8051 1.0292 -1.7221 -0.27 -1.66 0.14
H -0.3211 -0.7307 -0.1300 0.89 0.59 1.72
H 0.4139 -1.0172 2.2718 0.22 -0.41 0.46
H 0.7345 2.2176 0.4376 2.52 -0.59 0.32
H -2.5962 0.1387 -0.3791 0.89 -0.14 -0.24
H -3.0078 -0.4374 -1.9048 1.85 0.56 0.08
H -0.3344 0.6015 1.9962 -1.80 0.67 -0.42
H 2.3036 2.5056 1.4375 -0.20 -0.01 -0.36
H 2.5444 -0.0673 1.7078 -1.02 0.59 -1.02
H 2.5138 1.6085 -0.1057 -1.02 0.57 0.52
```
Positions in Å, forces in eV/Å.